(1)
{"formula": "C17H20N2OS", "method": "ωB97M-V/def2-TZVPD", "species": ["C", "C", "C", "C", "N", "C", "S", "N", "C", "C", "C", "C", "O", "C", "C", "C", "C", "C", "C", "C", "C", "H", "H", "H", "H", "H", "H", "H", "H", "H", "H", "H", "H", "H", "H", "H", "H", "H", "H", "H", "H"], "positions_angstrom": [[2.638092, 3.119344, 0.593573], [3.820274, 2.362692, -0.008280], [5.072213, 3.234528, 0.002582], [4.096905, 1.061809, 0.760289], [3.051387, 0.085881, 0.590446], [3.168251, -1.014984, -0.170278], [4.585303, -1.496879, -0.874662], [2.071839, -1.813628, -0.319128], [0.733532, -1.552667, -0.018397], [-0.075927, -2.600682, 0.420494], [-1.408701, -2.389590, 0.700242], [-1.966968, -1.122325, 0.548589], [-3.273590, -0.965437, 0.920015], [-4.081980, -0.071780, 0.263255], [-5.100806, 0.518726, 1.004105], [-5.991346, 1.377252, 0.388434], [-5.873617, 1.655135, -0.963421], [-4.866171, 1.057452, -1.701045], [-3.971492, 0.192506, -1.097475], [-1.168633, -0.074764, 0.100884], [0.164129, -0.291845, -0.191277], [2.843743, 3.378213, 1.630581], [1.725968, 2.527137, 0.561189], [2.459896, 4.039461, 0.041990], [3.585412, 2.096808, -1.044664], [5.905344, 2.711855, -0.460057], [4.897569, 4.156852, -0.545887], [5.348115, 3.488560, 1.023888], [4.211813, 1.278332, 1.826898], [5.018611, 0.606733, 0.389873], [2.172450, 0.252819, 1.056506], [2.285671, -2.733776, -0.678960], [0.350124, -3.586017, 0.536569], [-2.036439, -3.196181, 1.044204], [-5.179671, 0.288787, 2.055202], [-6.779209, 1.833688, 0.968691], [-6.567615, 2.329457, -1.441435], [-4.776157, 1.258701, -2.758198], [-3.196829, -0.286734, -1.678534], [-1.592968, 0.910610, -0.024439], [0.754894, 0.518528, -0.591048]], "forces_ev_per_a": [[0.17, -0.14, -0.23], [0.07, -0.01, 0.25], [-0.21, -0.19, -0.10], [0.28, 0.37, -0.28], [-0.56, -0.18, 0.03], [0.08, -0.09, 0.18], [0.57, -0.23, -0.37], [0.04, -0.24, -0.06], [-0.44, 0.17, 0.21], [0.17, 0.21, -0.03], [-0.33, 0.27, -0.08], [0.54, -0.07, -0.12], [-0.14, -0.09, 0.17], [-0.34, 0.27, -0.21], [0.30, -0.20, 0.04], [0.00, 0.02, -0.05], [-0.09, 0.08, -0.07], [-0.04, 0.05, 0.01], [0.16, -0.23, 0.13], [-0.32, -0.06, 0.21], [0.10, -0.19, -0.06], [0.01, 0.05, 0.15], [-0.17, -0.03, 0.03], [-0.09, 0.11, -0.02], [0.02, -0.06, 0.04], [0.14, -0.02, -0.04], [0.03, 0.13, -0.03], [0.07, 0.07, 0.14], [0.03, 0.00, -0.01], [-0.12, 0.07, 0.17], [0.05, -0.06, -0.03], [0.10, 0.26, -0.04], [0.06, -0.10, 0.06], [-0.08, -0.09, 0.04], [0.00, -0.03, 0.12], [-0.06, 0.03, 0.05], [-0.06, 0.06, -0.04], [0.01, 0.01, -0.08], [0.03, -0.01, -0.03], [-0.02, 0.05, -0.02], [0.06, 0.06, -0.03]], "nbo_charge": [-0.6077, -0.2220, -0.6040, -0.2275, -0.5981, 0.2979, -0.2787, -0.6020, 0.1163, -0.2059, -0.2329, 0.2692, -0.4782, 0.2814, -0.2559, -0.1902, -0.2342, -0.2074, -0.2429, -0.2150, -0.2658, 0.2022, 0.1960, 0.2141, 0.2035, 0.2159, 0.2105, 0.2005, 0.1926, 0.2485, 0.4034, 0.4236, 0.2183, 0.2305, 0.2259, 0.2163, 0.2152, 0.2157, 0.2202, 0.2259, 0.2248], "multiplicity": 1, "e_above_lowest_ev": 0.981, "energy_ha": -1242.7534, "orbital_gap_ev": 8.63, "smiles": "CC(C)CNC(=S)Nc1ccc(Oc2ccccc2)cc1"}

=====

(2)
{"formula": "C5H7NO", "method": "ωB97M-V/def2-TZVPD", "species": ["C", "C", "C", "N", "C", "C", "H", "H", "H", "H", "H", "O", "H", "H"], "positions_angstrom": [[0.728850, 0.048210, 1.207550], [0.024670, 0.410240, 2.349249], [-1.349069, 0.748910, 2.225319], [-2.022899, 0.747390, 1.084509], [-1.364510, 0.374920, -0.013630], [0.000000, 0.000000, 0.000000], [1.747369, -0.355380, 1.280550], [0.550590, 0.467130, 3.311419], [-1.882249, 0.941090, 3.165739], [-2.106059, 0.287010, -0.818600], [0.470640, -0.212050, -0.969090], [3.517078, -1.512619, 3.067489], [4.278549, -2.112239, 2.897559], [2.726679, -2.032769, 2.797369]], "forces_ev_per_a": [[-0.88, -0.65, -0.52], [-0.36, 0.36, -0.16], [1.24, -0.31, 0.94], [0.19, -0.16, 0.76], [0.10, -0.41, 0.51], [-0.46, 0.66, -0.55], [-0.32, 0.62, -0.19], [-0.48, -0.13, -0.36], [-0.05, 0.24, -0.57], [1.18, 0.05, -0.46], [-0.10, -0.23, 0.60], [-0.08, -1.10, -0.50], [-0.84, 0.62, 0.17], [0.86, 0.46, 0.32]], "nbo_charge": [-0.1859, -0.2608, 0.0371, -0.4209, 0.0189, -0.2608, 0.2283, 0.2246, 0.1903, 0.2064, 0.2208, -0.9427, 0.4743, 0.4705], "multiplicity": 1, "e_above_lowest_ev": 0.682, "energy_ha": -324.6994, "orbital_gap_ev": 10.22, "smiles": "c1ccncc1.O"}